[1]
Formula: C21H26F2NO
Source: OMol25
Level of theory: wB97M-V/def2-TZVPD

Geometry (Å):
N: 0.2516 2.5148 1.0349
H: -2.2627 1.8514 4.8266
C: 0.3351 -1.1934 -6.5603
C: -0.1359 -2.1897 -4.3156
C: 0.4476 -3.2040 -0.2136
C: 0.0664 -1.8596 0.1156
H: 1.4099 5.2993 -0.1297
H: -1.4123 4.0473 2.9263
H: -0.0991 3.5430 -0.7445
F: 0.5968 -5.4976 0.3840
C: -0.0133 -0.9213 -2.2412
H: -0.6646 -3.0149 -2.4005
F: -0.2595 -3.3953 -4.9651
H: 0.8356 -5.6761 3.0101
C: -0.7748 3.1531 3.1500
C: -0.0715 -5.0619 3.0432
H: -0.3179 1.6796 0.9917
H: -0.9327 -5.7087 2.8319
H: -0.4844 -0.5818 1.7956
C: -0.2533 -1.6067 1.4863
C: 0.3104 0.1530 -4.4247
H: -2.6423 0.5291 3.6614
H: 0.4304 -0.1962 -7.0015
C: 0.7369 3.1903 -0.1111
H: 0.5052 1.0455 -5.0238
H: -0.1914 -4.6621 4.0545
C: -0.0034 -3.9491 2.0690
H: -0.5265 -1.6943 -7.0167
O: -1.4408 1.9263 2.8718
C: 0.0334 -0.7966 -0.8267
H: 0.8467 -3.4282 -1.2058
H: -0.4682 3.2165 4.2231
C: -2.4997 1.6113 3.7689
C: 0.3472 -4.1917 0.7389
H: 0.4505 5.3545 2.0502
H: 0.3359 1.2040 -2.5572
H: -0.5456 -2.4083 3.4592
H: 1.3637 2.5489 -0.7492
C: 1.5594 4.3753 0.4374
H: -3.4427 2.1192 3.4886
C: -0.3008 -2.1437 -2.9442
C: 1.1519 4.5134 1.9243
H: 0.0655 0.2197 -0.4278
C: 0.1739 -1.0728 -5.0923
H: 2.6220 4.1173 0.3801
H: 2.0153 4.6987 2.5808
C: 0.2177 0.2356 -3.0498
C: -0.2902 -2.6201 2.4171
H: 1.2019 2.5345 2.8279
H: 1.2386 -1.7631 -6.8141
C: 0.4841 3.1556 2.2661

Values from the calculation:
Spin multiplicity ... 1
LUMO ... -5.87 eV
Orbital gap ... 4.467 eV
Highest occupied orbital energy ... -10.33 eV
Total charge ... +1

[2]
Formula: C21H26F3IrN2O5P2S
Source: OMol25
Level of theory: wB97M-V/def2-TZVPD

Geometry (Å):
C: 2.5070 -0.9214 0.8462
H: -2.3767 0.4864 -3.9045
N: 1.1670 2.3355 1.2706
H: -2.1846 -0.9213 6.2511
H: 3.2265 -1.7113 0.6308
C: 2.9569 3.2399 -1.7507
C: 1.3128 -1.9591 -1.4894
C: 0.4438 0.6078 -3.5328
H: 2.4807 2.5480 -2.4331
H: 4.2379 4.1052 -3.2348
O: -2.3336 0.5116 1.2384
H: -4.0633 -1.6146 4.7906
H: 1.7441 -2.9608 -1.4368
H: 5.2722 5.7057 -1.6585
H: 4.5804 5.7175 0.7149
P: -0.6656 -0.3018 -2.4126
C: 2.5594 3.2472 -0.4169
F: -4.2279 -3.1142 -2.3974
C: 4.1265 5.0190 0.0237
H: 0.4095 -2.2055 -3.4421
C: -0.0771 1.2191 2.7970
C: 4.5214 5.0086 -1.3090
H: 2.8233 4.1515 1.5006
C: -3.2606 -1.0148 4.3789
H: 1.4642 -3.4875 1.2293
H: 0.6552 1.6076 3.5057
C: -4.4203 -3.0618 -1.0672
H: -4.1151 -0.9290 2.4101
H: 0.1508 1.6574 -3.5702
H: -1.9425 -1.2108 -4.2397
C: -1.1647 0.4603 3.3114
O: -2.3628 -1.5428 -0.7254
C: 3.1483 4.1460 0.4696
Ir: -0.6762 0.3138 -0.1017
H: 2.8234 0.0110 0.3795
F: -5.0124 -4.1938 -0.6889
C: -2.1886 -0.6386 5.2068
C: -2.1428 -0.4792 -3.4556
C: -1.1666 0.0966 4.6740
C: -3.3028 -0.6390 3.0610
H: -0.6367 -2.6778 -2.0899
H: 2.4476 -0.7687 1.9247
O: 1.0381 1.4456 -0.8320
N: 0.1203 1.4968 1.5534
C: -2.2556 0.1100 2.4817
C: 1.5077 2.2986 0.0328
C: 3.9373 4.1153 -2.1947
C: 0.1064 -1.9520 -2.4236
F: -5.2469 -2.0447 -0.8168
H: -0.1850 -3.5390 0.5169
H: -0.3294 0.4087 5.2909
O: -2.0187 -3.9528 -0.7920
S: -2.7921 -2.8628 -0.2288
C: 0.5280 -2.9472 1.0930
H: 0.0786 -2.7318 2.0643
H: 1.4683 0.5595 -3.1680
H: 0.3792 0.1708 -4.5292
P: 0.8817 -1.4095 0.2102
H: -2.9820 -0.8152 -2.8556
H: 2.0816 -1.2653 -1.8408
O: -3.0555 -2.9269 1.1807

Values from the calculation:
Spin multiplicity ... 1
LUMO (spin up / spin down) ... -1.31 / -1.31 eV
Relative energy (zero: lowest compared OMol25 entry of this formula, charge and spin) ... 69.1 kcal per mole
Orbital gap (spin up / spin down) ... 6.374 / 6.374 eV
Highest occupied orbital energy (spin up / spin down) ... -7.69 / -7.69 eV

[3]
Formula: C21H26FeO7
Source: OMol25
Level of theory: wB97M-V/def2-TZVPD

Geometry (Å):
H: -0.0531 -2.3921 2.1036
C: 1.2008 -1.3916 3.5364
H: -0.8900 -0.3917 -0.8492
C: 2.9370 -3.1304 2.9027
C: 2.9626 -0.0751 -2.6083
O: 1.9532 0.2621 5.1984
O: 0.2115 2.7818 -2.7953
H: -4.5995 -0.8137 -2.0283
H: -1.0594 -1.1511 -3.1197
H: 2.3365 1.9853 -2.4144
H: -5.2290 -0.7577 -3.6809
H: -5.8614 1.2782 -2.6436
C: -0.1462 1.7004 -2.3573
H: -2.6358 -0.0442 -0.7397
C: -3.9996 1.9107 -1.8024
O: 5.6480 -1.8511 1.5500
C: -2.5410 2.2424 -2.2413
H: 3.9445 0.1972 -3.0059
C: 0.9333 -0.6823 1.1987
H: -2.2505 -2.0402 -2.1484
O: -2.3757 3.2397 -2.9385
C: -1.7685 -0.0530 -1.4156
C: 0.2722 -1.3676 2.3405
H: 2.6354 -0.9947 -3.1066
H: 3.0688 -0.2793 -1.5361
H: 1.5144 1.3468 6.8542
H: 2.7538 1.5723 2.9578
C: 1.7491 -0.1071 3.8736
H: 1.0085 2.1351 5.3131
C: 2.0938 0.0325 1.4928
H: -2.7411 0.1650 -4.2237
H: 1.8275 1.2046 -3.9406
C: 2.2759 0.6081 2.7900
H: -4.6382 1.6671 -3.8509
C: -2.0152 -1.0553 -2.5819
O: 4.6529 -1.7203 5.3079
H: 0.0747 0.7314 5.9691
H: -3.2110 -1.5248 -4.2636
H: -4.0191 1.3641 -0.8496
Fe: 3.1183 -1.3865 2.8685
H: 0.5779 -0.8119 0.1789
C: 4.0122 -1.4848 4.3702
H: -0.6340 -0.8073 2.6530
C: -3.0972 -0.6606 -3.5905
C: 1.9867 1.0436 -2.8622
C: -1.4919 1.3264 -1.8676
C: -4.7944 1.1719 -2.8810
C: 1.0736 1.1837 5.8651
O: 3.1174 -4.2761 2.9867
H: -4.4895 2.8840 -1.6583
H: 0.9726 -2.0495 4.3807
C: -4.4812 -0.3226 -3.0031
O: 0.7281 0.6627 -2.2769
H: 2.7667 0.3737 0.6981
C: 4.6145 -1.4484 1.8914

Values from the calculation:
Spin multiplicity ... 5
LUMO (spin up / spin down) ... 0.39 / -1.95 eV
Relative energy (zero: lowest compared OMol25 entry of this formula, charge and spin) ... 13.8 kcal per mole
Orbital gap (spin up / spin down) ... 6.260 / 6.933 eV
Highest occupied orbital energy (spin up / spin down) ... -5.87 / -8.89 eV